Below is a gas-phase ion, HO3S3 (charge -1) in a non-equilibrium geometry, with properties calculated with ωB97M-V/def2-TZVPD.

Geometry (Å):
O  1.985  -1.208  -0.603
S  0.516  -1.183  -0.716
O  -0.199  -2.115  0.134
S  0.381  1.094  0.391
O  -1.242  0.991  1.149
S  0.396  2.189  -1.320
H  -1.837  0.233  0.966

HOMO-LUMO gap = 7.27 eV
SMILES = O=S([O-])#S(O)=S
LUMO energy = 0.134 hartree
ΔE to the lowest compared entry with this formula, charge and spin = 1.015 eV
charge = -1

***

Below is a molecular structure, C38H51ClN6O3S in a non-equilibrium geometry, with properties calculated with ωB97M-V/def2-TZVPD.

Geometry (Å):
N  -4.083  -5.672  1.160
C  -3.458  -4.651  0.355
C  -1.990  -4.310  0.605
C  -1.356  -3.341  -0.148
C  -2.075  -2.590  -1.253
C  -1.595  -2.967  -2.655
O  -1.675  -2.194  -3.567
C  -1.142  -4.384  -2.861
C  -2.116  -5.376  -2.958
C  -1.731  -6.696  -3.126
C  -0.390  -7.036  -3.196
C  0.583  -6.047  -3.127
C  0.200  -4.723  -2.963
C  0.027  -3.009  0.081
Cl  0.734  -1.750  -0.887
C  0.821  -3.609  1.011
C  2.247  -3.280  1.233
C  2.657  -2.008  1.605
C  4.010  -1.790  1.756
C  4.883  -2.839  1.544
N  4.519  -4.074  1.212
C  3.210  -4.261  1.069
C  0.188  -4.629  1.782
N  0.784  -5.329  2.733
S  -0.310  -6.341  3.311
N  -1.579  -5.944  2.422
C  -1.197  -4.981  1.593
H  -3.947  -5.515  2.144
H  -3.739  -6.589  0.926
H  -4.042  -3.735  0.440
H  -3.542  -4.959  -0.686
H  -1.930  -1.524  -1.108
H  -3.138  -2.799  -1.234
H  -3.165  -5.121  -2.915
H  -2.485  -7.466  -3.203
H  -0.093  -8.067  -3.310
H  1.630  -6.297  -3.193
H  0.955  -3.954  -2.908
H  1.939  -1.217  1.749
H  4.393  -0.816  2.019
H  5.945  -2.661  1.645
H  2.889  -5.256  0.792
C  -2.590  4.734  -1.899
C  -3.004  3.839  -0.716
C  -1.914  2.807  -0.434
C  -1.830  1.724  -1.507
C  -3.186  1.049  -1.709
C  -4.330  2.030  -1.970
N  -4.303  3.146  -0.974
O  -4.869  2.796  0.133
C  -4.258  2.572  -3.410
C  -5.662  1.295  -1.859
C  -3.170  4.769  0.481
H  -1.787  5.400  -1.583
H  -2.207  4.188  -2.757
H  -3.426  5.352  -2.230
H  -2.107  2.333  0.535
H  -0.955  3.320  -0.343
H  -1.468  2.140  -2.451
H  -1.095  0.974  -1.208
H  -3.129  0.342  -2.540
H  -3.419  0.462  -0.814
H  -4.988  3.370  -3.555
H  -4.493  1.773  -4.113
H  -3.279  2.946  -3.694
H  -5.769  0.780  -0.906
H  -5.722  0.549  -2.650
H  -6.501  1.983  -1.971
H  -3.977  5.483  0.309
H  -2.247  5.328  0.632
H  -3.385  4.226  1.399
C  3.677  3.530  3.990
C  4.539  3.041  2.811
C  5.274  4.221  2.174
C  4.342  5.150  1.396
C  3.545  4.372  0.349
C  2.808  3.157  0.915
N  3.716  2.339  1.778
O  4.441  1.537  1.070
C  1.561  3.601  1.702
C  2.306  2.285  -0.231
C  5.538  2.051  3.400
H  4.327  3.807  4.820
H  3.080  4.410  3.770
H  3.010  2.739  4.338
H  6.045  3.842  1.496
H  5.792  4.777  2.958
H  3.667  5.676  2.077
H  4.931  5.924  0.900
H  2.818  5.029  -0.134
H  4.233  4.037  -0.433
H  1.108  2.753  2.219
H  0.819  4.004  1.013
H  1.753  4.383  2.431
H  3.102  2.005  -0.917
H  1.554  2.827  -0.806
H  1.849  1.370  0.152
H  5.025  1.183  3.818
H  6.094  2.536  4.201
H  6.257  1.701  2.662

HOMO-LUMO gap (alpha / beta) = 7.56 / 7.97 eV
<S²> = 2.008
multiplicity = 3
LUMO energy (alpha / beta) = -0.028 / -0.028 hartree
charge = 0

***

Below is a molecular structure, C31H28BrNP2Sn, with properties calculated with ωB97M-V/def2-TZVPD.

Geometry (Å):
Sn  1.411  -0.134  1.293
C  -1.916  0.584  0.917
C  -1.946  -0.695  0.082
P  -0.531  -1.794  0.428
C  -0.542  -3.085  -0.813
C  -0.657  -2.736  -2.161
C  -0.675  -3.727  -3.127
C  -0.563  -5.062  -2.755
C  -0.434  -5.406  -1.418
C  -0.421  -4.422  -0.441
C  -0.843  -2.518  2.053
C  0.224  -2.997  2.814
C  -0.002  -3.611  4.036
C  -1.296  -3.743  4.513
C  -2.367  -3.275  3.762
C  -2.146  -2.671  2.536
P  -0.445  1.551  0.409
C  -0.368  3.090  1.325
C  0.765  3.416  2.068
C  0.818  4.609  2.773
C  -0.261  5.479  2.739
C  -1.395  5.161  2.000
C  -1.451  3.974  1.294
C  -0.738  1.832  -1.359
C  0.268  1.683  -2.312
C  0.020  1.952  -3.650
C  -1.239  2.372  -4.051
C  -2.254  2.510  -3.114
C  -2.009  2.241  -1.779
H  -2.819  1.171  0.746
H  -1.865  0.398  1.994
H  -1.891  -0.435  -0.977
H  -2.874  -1.257  0.204
H  -0.730  -1.699  -2.469
H  -0.775  -3.461  -4.171
H  -0.578  -5.834  -3.511
H  -0.350  -6.446  -1.132
H  -0.335  -4.704  0.600
H  1.244  -2.921  2.450
H  0.835  -3.985  4.611
H  -1.475  -4.214  5.470
H  -3.378  -3.391  4.128
H  -3.000  -2.336  1.963
H  1.619  2.747  2.118
H  1.699  4.854  3.350
H  -0.221  6.408  3.290
H  -2.234  5.844  1.975
H  -2.336  3.747  0.713
H  1.245  1.327  -2.030
H  0.810  1.830  -4.379
H  -1.433  2.586  -5.093
H  -3.239  2.830  -3.426
H  -2.819  2.361  -1.072
Br  4.460  3.910  -1.828
C  4.216  2.104  -1.417
C  5.116  1.133  -1.840
C  4.875  -0.188  -1.499
C  3.753  -0.498  -0.757
N  2.876  0.440  -0.366
C  3.110  1.722  -0.680
H  5.988  1.410  -2.417
H  5.553  -0.973  -1.803
H  3.544  -1.522  -0.469
H  2.402  2.467  -0.336

HOMO-LUMO gap = 8.07 eV
LUMO energy = -0.226 hartree
ΔE to the lowest compared entry with this formula, charge and spin = 0.000 eV
charge = +2

***

Below is 3 unconnected molecules or ions with the total composition C4H7NO2 in a non-equilibrium geometry, with properties calculated with ωB97M-V/def2-TZVPD.

Geometry (Å):
C  -0.745  -1.013  0.604
C  0.965  0.914  0.406
C  0.566  -0.531  0.183
N  0.025  1.816  0.058
C  1.483  -1.398  -0.264
O  -1.770  -0.352  0.715
O  2.072  1.199  0.803
H  -2.509  0.159  -0.883
H  0.220  2.786  0.255
H  -0.923  1.504  -0.136
H  -0.772  -2.094  0.821
H  -2.353  0.516  -1.655
H  1.290  -2.458  -0.321
H  2.451  -1.048  -0.586

HOMO-LUMO gap = 9.58 eV
LUMO energy = -0.017 hartree
ΔE to the lowest compared entry with this formula, charge and spin = 2.381 eV
charge = 0

***

Below is a gas-phase ion, C2H4NO3P (charge -2) in a non-equilibrium geometry, with properties calculated with ωB97M-V/def2-TZVPD.

Geometry (Å):
O  1.973  0.726  -1.866
P  1.466  -0.089  -0.698
O  2.012  0.618  0.735
O  1.527  -1.584  -0.833
N  -0.350  0.033  -0.658
C  -1.074  0.763  0.337
C  -0.939  -0.721  0.414
H  -2.065  1.235  0.039
H  -0.485  1.305  1.060
H  -0.231  -0.999  1.189
H  -1.833  -1.287  0.280

HOMO-LUMO gap = 6.10 eV
SMILES = O=P([O-])([O-])N1CC1
LUMO energy = 0.263 hartree
ΔE to the lowest compared entry with this formula, charge and spin = 0.768 eV
charge = -2

***

Below is 4 unconnected molecules or ions with the total composition C5H18N2O4 in a non-equilibrium geometry, with properties calculated with ωB97M-V/def2-TZVPD.

Geometry (Å):
C  1.136  1.622  -1.952
N  0.756  1.759  -0.544
C  -0.517  1.744  -0.136
O  -1.466  1.735  -0.909
C  -0.792  1.625  1.412
C  -0.554  0.152  1.737
C  0.731  -0.222  2.564
N  0.552  -1.294  3.507
H  2.099  2.141  -2.043
H  0.455  2.098  -2.645
H  1.250  0.584  -2.250
H  1.535  1.457  0.008
H  -0.143  2.343  1.904
H  -1.843  1.902  1.410
H  -1.428  -0.289  2.240
H  -0.561  -0.460  0.813
H  0.903  0.708  3.125
H  1.371  -0.571  1.758
H  0.206  -2.119  3.044
H  0.179  -1.048  4.399
O  1.357  -3.018  0.148
H  0.943  -2.947  1.023
H  2.065  -3.619  0.325
O  -2.795  -0.177  -3.135
H  -2.881  -1.016  -2.658
H  -2.285  0.192  -2.395
O  0.007  -1.410  -3.320
H  -0.851  -1.019  -3.525
H  0.571  -0.852  -3.904

HOMO-LUMO gap = 9.77 eV
SMILES = CNC(=O)CCCN.O.O.O
LUMO energy = 0.022 hartree
ΔE to the lowest compared entry with this formula, charge and spin = 1.841 eV
charge = 0

***

> What is the charge in the third record?

+2

***

> Look up the charge of the second one.

0